{
  "formula": "C13H18N4O2",
  "method": "the ωB97M-V functional and the def2-TZVPD basis",
  "elements": ["N", "C", "O", "C", "N", "C", "H", "C", "N", "C", "O", "N", "C", "C", "C", "C", "C", "C", "H", "H", "H", "H", "H", "H", "C", "H", "C", "H", "H", "H", "H", "H", "H", "H", "H", "H", "H"],
  "positions_angstrom": [[-1.53074, -1.66192, -1.37394], [-2.44194, -1.14429, -2.22026], [-2.81666, -1.69460, -3.23032], [-2.96788, 0.21420, -1.75192], [-1.89827, 0.97412, -1.14452], [-2.32802, 1.96518, -0.17633], [-3.05154, 2.68196, -0.60153], [-1.07895, 2.71534, 0.32447], [0.11838, 1.94153, 0.05311], [0.35974, 0.90219, 0.93415], [-0.35397, 0.68291, 1.88916], [1.52160, 0.21486, 0.66313], [2.04268, -0.88903, 1.34274], [1.29752, -1.64657, 2.24124], [1.87119, -2.74514, 2.85486], [3.17917, -3.10781, 2.58287], [3.92051, -2.35876, 1.68450], [3.35840, -1.25854, 1.06708], [3.94118, -0.67574, 0.36614], [4.94218, -2.63050, 1.46329], [3.61945, -3.96619, 3.06706], [1.28577, -3.32354, 3.55404], [0.28411, -1.36112, 2.46647], [2.17104, 0.65289, 0.02669], [0.35699, 1.82270, -1.37343], [1.04012, 0.99758, -1.57087], [-0.98096, 1.55770, -2.10250], [-1.38229, 2.49294, -2.52864], [-0.82636, 0.85362, -2.92113], [0.81354, 2.75004, -1.73727], [-1.14084, 2.88410, 1.39883], [-0.96532, 3.67572, -0.18367], [-2.80246, 1.43630, 0.65278], [-3.73453, 0.02022, -0.99649], [-3.44758, 0.72715, -2.59937], [-1.12229, -2.56178, -1.55950], [-1.25297, -1.13773, -0.56094]],
  "forces_ev_per_angstrom": [[0.341, -0.312, 0.271], [-0.039, 0.282, 0.138], [-0.234, -0.109, -0.348], [0.017, 0.018, -0.127], [-0.182, 0.093, 0.002], [-0.051, -0.019, 0.146], [0.041, -0.036, 0.009], [-0.070, -0.032, 0.208], [0.079, 0.161, 0.143], [0.306, 0.288, -0.260], [-0.256, -0.156, 0.283], [0.208, 0.149, -0.316], [0.007, -0.290, 0.172], [-0.187, 0.083, 0.031], [0.125, -0.047, -0.047], [0.053, -0.122, 0.082], [0.002, -0.010, -0.003], [-0.075, 0.084, -0.007], [0.057, 0.058, -0.066], [0.073, -0.013, -0.024], [0.036, -0.070, 0.041], [-0.058, -0.038, 0.056], [-0.031, 0.014, 0.015], [-0.182, -0.012, 0.112], [0.069, 0.056, -0.254], [-0.050, 0.072, 0.004], [0.091, -0.025, 0.039], [-0.014, -0.084, -0.026], [0.011, 0.071, -0.038], [0.012, -0.129, -0.043], [-0.052, 0.094, -0.133], [-0.007, -0.026, 0.035], [-0.036, 0.082, -0.035], [-0.002, 0.031, -0.028], [0.040, -0.137, 0.060], [-0.089, 0.010, -0.044], [0.044, 0.023, -0.050]],
  "mulliken_charge": [-0.26, 0.39, -0.65, -0.56, 0.41, -0.93, 0.39, -0.90, -0.05, 0.51, -0.67, 0.00, 0.65, -0.39, -0.61, -0.51, -0.58, -0.47, 0.31, 0.37, 0.38, 0.37, 0.46, 0.28, -0.88, 0.41, -0.74, 0.31, 0.39, 0.29, 0.41, 0.37, 0.46, 0.35, 0.32, 0.21, 0.16],
  "e_lumo_ev": 0.59,
  "smiles": "NC(=O)CN1CCN(C(=O)Nc2ccccc2)CC1",
  "homo_lumo_gap_ev": 9.06,
  "total_energy_ha": -875.724606,
  "homo_energy_ha": -0.31144
}